Formula: C5H9P
Source: the Open Molecules 2025 dataset
Level of theory: the ωB97M-V functional and the def2-TZVPD basis

Results
* molecular weight: 100.1 g/mol
* HOMO-LUMO gap: 9.90 eV
* energy above the lowest of the compared OMol25 structures with the same formula, charge and spin: 200.99 kJ/mol
* DFT total energy: -14616.23645 eV
* SMILES: C=CCC.C#P

Geometry as ORCA input:
```
! wB97M-V def2-TZVPD RIJCOSX def2/J DEFGRID3
* xyz 0 1
C -1.680 -0.616 1.101
C -0.857 0.186 0.483
C 0.592 0.119 0.589
C 1.121 1.562 0.776
H -1.421 -1.613 1.625
H -2.749 -0.564 0.983
H -1.296 0.984 -0.149
H 1.006 -0.542 1.416
H 0.986 -0.401 -0.315
H 2.057 1.623 1.147
H 0.991 2.073 -0.145
H 0.553 2.099 1.557
C 0.404 -1.463 -2.985
P 0.113 -2.935 -2.733
H 0.181 -0.511 -3.349
*
```

Formula: ClH2NO2S
Source: the Open Molecules 2025 dataset
Level of theory: the ωB97M-V functional and the def2-TZVPD basis

Results
* molecular weight: 115.5 g/mol
* HOMO-LUMO gap (alpha / beta): 9.04 / 6.53 eV
* energy above the lowest of the compared OMol25 structures with the same formula, charge and spin: 323.55 kJ/mol
* DFT total energy: -28971.12360 eV

Geometry as ORCA input:
```
! wB97M-V def2-TZVPD RIJCOSX def2/J DEFGRID3
* xyz 0 1
N -1.066 0.384 0.104
O 0.338 -1.290 0.142
O -1.067 1.238 -0.789
S 1.632 -1.204 -0.552
Cl 2.564 0.490 0.269
H -0.735 0.811 0.961
H -1.666 -0.430 -0.135
*
```

Formula: C31H32N7O5PdS2Te
Source: the Open Molecules 2025 dataset
Level of theory: the ωB97M-V functional and the def2-TZVPD basis

Results
* molecular weight: 880.8 g/mol
* HOMO-LUMO gap: 7.14 eV
* energy above the lowest of the compared OMol25 structures with the same formula, charge and spin: 0.00 kJ/mol
* DFT total energy: -85772.59152 eV

Geometry as ORCA input:
```
! wB97M-V def2-TZVPD RIJCOSX def2/J DEFGRID3
* xyz 1 1
Pd -0.253 0.157 0.003
C -5.428 -3.336 -3.203
C -4.795 -2.650 -2.025
C -5.566 -1.964 -1.094
C -4.984 -1.348 0.006
C -3.612 -1.419 0.173
C -2.816 -2.098 -0.747
C -3.412 -2.706 -1.835
S -2.862 -0.560 1.523
O -1.853 -1.431 2.108
O -3.915 -0.098 2.378
N -2.034 0.668 0.875
C -2.600 1.857 0.415
C -3.902 2.288 0.690
C -4.309 3.496 0.161
C -3.433 4.249 -0.612
C -2.165 3.741 -0.817
N -1.750 2.572 -0.325
H -6.475 -3.059 -3.308
H -5.377 -4.420 -3.089
H -4.911 -3.081 -4.129
H -6.639 -1.912 -1.226
H -5.587 -0.822 0.735
H -1.739 -2.156 -0.611
H -2.797 -3.242 -2.549
H -4.558 1.699 1.314
H -5.311 3.853 0.360
H -3.722 5.201 -1.034
H -1.435 4.291 -1.401
N 6.890 -3.442 -2.624
C 5.963 -2.654 -2.016
C 4.666 -3.145 -1.768
C 3.717 -2.342 -1.185
C 4.057 -1.035 -0.836
C 5.328 -0.523 -1.077
C 6.275 -1.331 -1.663
S 2.866 -0.028 -0.114
O 2.560 -0.710 1.229
O 3.305 1.322 0.025
N 1.496 -0.263 -0.900
C 1.177 0.352 -2.109
N 2.037 0.642 -3.062
C 1.500 1.203 -4.148
C 0.144 1.476 -4.273
C -0.667 1.164 -3.196
N -0.147 0.591 -2.118
H 6.716 -4.424 -2.740
H 7.847 -3.144 -2.671
H 4.418 -4.160 -2.052
H 2.711 -2.706 -1.003
H 5.559 0.499 -0.810
H 7.266 -0.945 -1.861
H 2.190 1.449 -4.946
H -0.257 1.930 -5.166
H -1.729 1.372 -3.176
C 1.808 -5.050 1.534
N 0.372 -4.898 1.405
C -0.466 -5.857 2.098
C -0.158 -3.875 0.724
O 0.481 -3.001 0.145
H 2.093 -6.077 1.303
H 2.131 -4.822 2.553
H 2.300 -4.370 0.845
H -0.263 -5.838 3.171
H -0.281 -6.866 1.727
H -1.514 -5.609 1.940
H -1.257 -3.878 0.736
Te 0.692 -0.621 2.149
C 0.954 1.161 3.163
C 1.409 1.106 4.481
C 1.585 2.283 5.188
C 1.300 3.500 4.582
C 0.837 3.552 3.273
C 0.657 2.382 2.554
H 1.626 0.154 4.950
H 1.938 2.253 6.210
H 1.436 4.418 5.138
H 0.612 4.504 2.813
H 0.280 2.415 1.539
*
```